(1)
138
Properties=species:S:1:pos:R:3:forces:R:3 method="wB97M-V/def2-TZVPD" charge=0 spin_multiplicity=1 homo_lumo_gap_ev=11.230 e_tot_ev=-71298.70140
C 2.265400 3.431198 4.677215 1.5 -0.1 -1.2
C 1.987778 3.073323 3.261055 -0.4 0.2 -0.4
N 1.794107 2.834629 2.144529 0.3 0.3 1.2
H 2.047378 4.481207 4.838075 0.0 0.1 -0.1
H 3.376828 3.259642 4.789126 -1.2 0.1 0.3
H 1.663760 2.870871 5.368215 -0.1 -0.4 0.2
C -0.420127 -2.004996 4.176991 0.3 0.3 -0.6
C -1.849922 -1.816623 4.255308 0.9 -0.2 -0.3
N -2.973263 -1.651842 4.186174 -1.3 0.1 0.2
H -0.038522 -1.155831 3.594591 0.0 -0.3 0.0
H -0.200401 -2.944753 3.639983 0.1 0.4 0.5
H 0.012601 -1.917611 5.162079 0.2 -0.4 0.3
C -4.197299 1.858881 3.448155 0.6 0.0 -0.8
C -5.521022 1.879760 4.007452 4.7 -0.2 -2.1
N -6.539712 1.894569 4.440062 -5.5 0.1 2.3
H -4.236011 2.033637 2.351034 0.1 -0.1 0.7
H -3.693512 0.912031 3.662344 -0.1 0.1 -0.1
H -3.624154 2.645665 3.925337 0.2 0.2 0.0
C 1.648850 -4.182997 -0.197067 1.0 0.7 -0.4
C 2.147777 -3.251778 0.823000 -0.5 -0.5 -0.8
N 2.556541 -2.547778 1.624474 0.2 0.4 0.5
H 1.158016 -3.650339 -1.034935 0.2 -0.2 0.5
H 0.995473 -4.867548 0.293765 -0.6 -0.4 0.1
H 2.526732 -4.712293 -0.582147 -0.2 0.0 -0.1
C -2.385476 3.225153 -2.243117 -0.8 1.6 0.0
C -3.112791 3.252247 -0.972778 -0.5 -0.8 0.4
N -3.721394 3.223037 0.009200 0.6 0.2 -0.6
H -2.792812 2.543389 -2.966095 -0.5 -0.4 0.0
H -1.351420 3.001660 -2.129157 0.8 0.0 0.3
H -2.491242 4.256373 -2.633329 0.3 -0.5 -0.1
C 3.598388 0.100979 3.324155 1.0 1.6 -0.8
C 4.374777 0.950807 2.330874 -2.1 -2.3 3.1
N 5.062387 1.514908 1.636829 1.5 1.4 -1.8
H 3.119669 -0.658229 2.754674 -0.2 -1.0 -0.2
H 2.812091 0.678620 3.785138 -0.1 0.4 0.1
H 4.266636 -0.252905 4.111591 0.0 -0.2 -0.4
C -1.861450 -3.427630 -1.950716 -0.6 -1.2 0.4
C -1.876697 -4.195238 -3.221356 0.5 0.2 -1.2
N -1.759386 -4.638071 -4.291429 -0.4 0.5 1.7
H -1.277298 -3.985266 -1.194128 -0.5 0.1 -0.3
H -2.893064 -3.230439 -1.566857 0.9 -0.2 -0.3
H -1.329734 -2.512067 -2.109905 0.1 0.6 -0.2
C -3.471712 0.280380 -6.235139 0.8 -0.9 -0.4
C -3.134804 -1.120422 -5.614692 -0.3 0.4 -0.6
C -3.956710 -1.420516 -4.369264 -0.5 0.9 0.6
C -3.364458 -0.776543 -3.186947 -0.3 0.4 -0.3
N -2.843548 -0.298165 -2.283448 0.1 0.2 0.0
H -2.710735 0.589365 -7.018158 -1.2 -0.6 0.6
H -3.354429 1.033632 -5.472938 -0.2 0.3 0.5
H -4.526244 0.284676 -6.590415 0.9 0.1 0.0
H -2.098946 -1.212131 -5.314591 0.4 0.2 -0.1
H -3.296368 -1.950261 -6.309003 -0.1 0.3 -0.2
H -3.903012 -2.449575 -4.090110 -0.2 -1.0 -0.3
H -5.023926 -1.117688 -4.463699 0.7 -0.2 0.1
C 3.928669 5.150869 -0.410298 0.2 0.9 -0.2
C 4.249513 3.882045 -1.178958 0.6 0.2 0.3
C 3.148210 2.827222 -1.080173 -0.1 0.1 -1.0
C 1.870642 3.309942 -1.638584 -2.1 0.9 -1.4
N 0.904938 3.724152 -2.167876 2.5 -1.1 1.6
H 4.833340 5.818310 -0.433909 -1.0 -0.4 0.2
H 3.645191 4.949168 0.636972 0.2 0.0 -0.4
H 3.078436 5.680770 -0.894555 0.5 -0.2 0.3
H 5.178921 3.459521 -0.788547 -0.2 -0.2 0.3
H 4.540692 4.148884 -2.214201 -0.7 -0.3 0.2
H 2.971367 2.389755 -0.113725 0.0 0.5 0.8
H 3.442065 1.953863 -1.638949 -0.1 -0.3 -0.6
C -3.659709 -0.893832 0.889969 -0.6 0.3 0.8
C -5.201859 -0.936290 1.019983 0.9 -0.1 -0.6
C -5.659852 -1.693129 2.313959 0.3 1.7 -0.3
C -5.533069 -3.110792 2.111245 -0.5 -2.2 0.2
N -5.472452 -4.264664 1.992437 0.2 1.5 0.0
H -3.108736 -1.843509 0.919737 -0.5 -0.1 0.0
H -3.293506 -0.305448 1.720484 0.4 0.1 0.3
H -3.403517 -0.371817 -0.006430 0.2 0.2 -0.6
H -5.556274 -1.341355 0.058973 -0.4 -0.7 0.6
H -5.606746 0.085633 0.922044 0.3 -0.2 0.8
H -6.670828 -1.358533 2.562818 -0.1 -0.6 -0.1
H -5.051744 -1.442050 3.221353 -0.2 0.0 -1.0
C 0.379464 6.524500 2.046789 -0.8 -0.2 -0.7
C -1.002707 5.936681 1.825014 -0.3 0.4 -1.2
C -1.171519 4.605917 2.497980 0.3 -1.9 -0.6
C -0.978117 4.617680 3.937367 0.8 -0.1 0.1
N -0.738577 4.570559 5.058974 -0.1 0.1 0.2
H 0.503598 7.504139 1.587595 0.0 -0.1 0.1
H 1.092831 5.828298 1.651818 0.7 -0.2 -0.3
H 0.510707 6.572321 3.094370 0.5 0.4 1.2
H -1.226123 5.838996 0.737578 0.2 -0.2 0.7
H -1.780014 6.572348 2.207725 -0.3 0.6 0.2
H -0.487183 3.819158 2.035121 -0.7 1.1 0.9
H -2.175329 4.197952 2.396987 -0.3 0.1 -0.5
C -0.070755 -0.874353 0.050691 -0.4 0.7 -0.9
C 0.496367 0.533321 -0.023521 0.8 -0.8 -0.2
C -0.541395 1.518687 0.428315 -0.7 0.9 0.5
C -0.841073 1.321235 1.872917 0.5 -0.5 -0.2
N -0.954097 0.998067 2.973778 -0.1 0.4 -0.3
H 0.475356 -1.557938 -0.569723 0.4 -0.3 -0.2
H -1.088890 -0.828220 -0.322664 -0.2 -0.2 -0.3
H -0.140209 -1.236745 1.029621 0.1 -0.7 1.6
H 0.844923 0.629918 -1.057574 -0.3 0.7 0.1
H 1.364769 0.667427 0.608478 0.4 -0.2 0.1
H -1.463774 1.299175 -0.091154 -0.4 0.1 -0.2
H -0.297416 2.579170 0.264947 0.1 -0.4 0.0
C -1.049527 -7.316596 4.485038 -0.1 -0.1 1.2
C -1.710725 -5.914619 4.712574 1.4 0.0 0.3
C -2.534812 -5.381706 3.558050 -1.0 -0.7 -1.7
C -1.622561 -4.984581 2.466627 0.9 0.0 -0.3
N -0.760339 -4.720567 1.739827 -1.1 -0.2 0.5
H -0.349297 -7.287222 3.665687 0.6 0.3 -0.1
H -1.701016 -8.139018 4.198337 -0.8 0.3 0.0
H -0.555542 -7.724595 5.422436 -0.3 0.9 -1.1
H -0.881564 -5.170739 4.828759 -0.5 -0.6 0.2
H -2.283354 -5.840452 5.635416 -0.1 -0.3 0.0
H -3.150441 -4.504379 3.783178 0.1 -0.2 0.2
H -3.235322 -6.147212 3.100970 0.6 0.8 0.7
C 6.740277 1.238681 -1.783295 0.4 2.2 -0.3
C 6.774209 -0.060027 -2.494187 1.6 -0.9 -0.7
C 5.847433 -1.048198 -1.817354 1.6 -0.7 -1.5
C 4.533280 -0.616292 -1.986986 -2.6 0.5 0.4
N 3.458781 -0.240202 -2.136101 0.0 0.0 -0.1
H 5.835143 1.867545 -1.941730 0.6 -0.5 -0.2
H 7.659882 1.819626 -2.069535 -1.0 -0.2 0.3
H 6.769162 1.064580 -0.716914 0.2 0.0 0.4
H 7.775982 -0.466785 -2.271917 -0.1 0.0 -0.4
H 6.705506 -0.016353 -3.607363 -0.3 0.0 0.9
H 6.179232 -1.078994 -0.810546 -0.2 -0.3 1.1
H 5.940522 -2.025479 -2.281571 0.1 -0.3 0.1
C 2.805599 -0.231440 -5.695837 0.5 0.3 0.6
C 2.697784 -1.559887 -6.397312 -0.8 -0.9 0.3
C 1.413545 -2.340455 -5.860120 1.8 0.3 0.0
C 1.247142 -2.218964 -4.400091 -0.2 -0.6 -0.5
N 0.945985 -2.080625 -3.301839 0.2 -0.1 0.2
H 1.859124 0.282652 -5.771959 -0.2 0.5 -0.1
H 3.610935 0.407807 -6.042660 0.0 0.1 -0.6
H 3.031582 -0.316047 -4.622766 -0.3 -0.4 -0.2
H 3.613409 -2.162583 -6.279687 -0.4 0.1 0.1
H 2.526881 -1.476332 -7.475158 0.1 0.2 0.1
H 1.468162 -3.374193 -6.238889 -0.4 0.3 0.6
H 0.526880 -1.854394 -6.218284 -0.5 0.2 -0.6

---

(2)
147
Properties=species:S:1:pos:R:3:forces:R:3 method="wB97M-V/def2-TZVPD" smiles="COCCCCCCCCCCCc1c(C)c(C[C@@H](O)C(F)(F)F)c(CCF)c2c1Nc1c(ccc(Br)c1CP(=O)(O)O)S2.CNC(C)=O.CNC(C)=O.CNC(C)=O.CNC(C)=O.CNC(C)=O" charge=0 spin_multiplicity=1 homo_lumo_gap_ev=7.640 e_tot_ev=-179420.10784 e_above_lowest_ev=0.000
C -5.549946 7.916863 1.964187 0.2 0.8 -0.5
O -4.834707 7.684659 3.191319 -0.1 -1.0 -1.3
C -4.211954 6.394002 3.154289 0.3 -0.7 1.1
C -2.649031 6.422870 2.907790 -0.2 0.3 -0.1
C -2.125720 7.688116 2.117984 1.0 -0.5 -0.4
C -1.248598 7.297959 0.831898 -0.7 1.4 -0.2
C -2.010448 7.669667 -0.523256 -0.3 -1.1 0.1
C -2.755246 6.370017 -1.073908 0.8 0.3 -0.5
C -1.747722 5.377524 -1.838844 -0.5 -0.1 0.9
C -1.578023 3.981960 -1.079334 -0.8 1.1 -0.6
C -2.982407 3.259767 -1.136415 0.1 -0.9 -0.5
C -2.993358 1.818261 -0.490124 1.0 0.7 0.5
C -2.343331 1.908803 0.979239 -0.7 -0.8 -0.3
C -3.079547 0.977691 2.003433 -0.4 -1.3 1.4
C -4.348056 1.409146 2.616816 0.2 -0.1 -0.2
C -4.886270 2.844123 2.235523 -0.1 -0.7 1.5
C -5.127900 0.619319 3.565316 1.7 -2.1 -0.4
C -6.452323 1.058115 4.256273 0.4 1.2 -0.5
C -7.572199 1.589162 3.276445 -0.1 0.5 0.9
O -7.777497 0.749596 2.140577 0.2 0.9 0.4
C -8.904655 1.726774 4.141739 1.0 0.1 -0.1
F -9.580820 0.540779 4.169166 0.3 1.7 0.0
F -9.653776 2.769600 3.651521 0.2 -1.6 0.5
F -8.613511 2.070562 5.456033 -0.5 -0.5 -1.6
C -4.591349 -0.716762 3.931087 0.8 0.7 -1.4
C -5.297178 -1.701772 4.917242 0.3 0.1 -0.2
C -4.778604 -1.452189 6.390005 -0.1 -0.6 -1.2
F -5.715242 -0.628394 7.057627 1.0 -0.6 -0.2
C -3.330512 -1.154165 3.344445 0.6 1.5 -0.8
C -2.543507 -0.345270 2.389288 -2.5 1.3 0.6
N -1.307757 -0.844923 1.841728 -0.3 -0.2 1.7
C -0.382605 -1.311069 2.836548 2.3 -0.7 1.6
C -0.803817 -2.284330 3.868592 0.8 1.0 -0.4
C 0.094961 -2.801949 4.891928 1.0 1.8 -1.7
C 1.483253 -2.312833 4.892587 -0.7 0.9 -1.3
C 1.936700 -1.329459 3.909094 -2.5 -1.0 -0.2
Br 3.774727 -0.640456 3.959822 -1.4 -0.6 0.3
C 1.015691 -0.836343 2.863994 -0.1 -0.9 0.9
C 1.584096 0.198097 1.848866 -0.3 0.5 0.1
P 2.824395 -0.516152 0.634992 1.4 -1.0 -0.2
O 3.243137 -1.886240 1.004426 -0.4 1.2 -0.8
O 4.129439 0.549341 0.642371 -2.5 -0.7 -0.2
O 2.212088 -0.462706 -0.929524 0.2 0.8 2.3
S -2.567236 -2.767576 3.772820 0.6 0.9 0.0
H -5.098352 7.376488 1.081951 -0.3 0.4 0.9
H -6.635122 7.626522 2.040000 1.0 0.3 0.0
H -5.441490 9.014432 1.726043 -0.4 -1.0 0.3
H -4.715856 5.724382 2.410206 0.4 0.7 0.5
H -4.379899 5.922925 4.168080 0.1 0.4 -1.0
H -2.375574 5.498517 2.326183 -0.3 0.7 0.6
H -2.111083 6.352532 3.895922 -0.6 0.1 -1.0
H -1.456352 8.280506 2.801744 -0.8 -0.5 -0.6
H -2.926945 8.372152 1.748219 0.5 -0.7 0.7
H -0.993477 6.209009 0.841219 0.0 1.0 0.0
H -0.328410 7.936346 0.865445 -0.5 -0.9 0.0
H -2.804730 8.448436 -0.355434 0.9 -0.5 0.0
H -1.273960 8.079907 -1.270212 -0.8 -0.5 0.5
H -3.194546 5.848511 -0.182570 0.2 0.4 -0.8
H -3.573891 6.660706 -1.779421 0.6 -0.3 0.7
H -2.155324 5.117578 -2.852564 0.5 0.6 0.8
H -0.775941 5.936833 -1.913737 -0.7 -0.8 -0.2
H -1.245199 4.215630 -0.029736 -0.2 -0.5 -1.0
H -0.808537 3.384210 -1.649141 -0.7 0.4 0.8
H -3.227727 3.131282 -2.233595 0.1 0.3 1.1
H -3.816061 3.867785 -0.697205 0.9 -0.3 -0.3
H -4.009747 1.351364 -0.435939 0.9 0.5 -0.2
H -2.317987 1.171645 -1.118573 -0.8 0.4 0.6
H -1.263402 1.630562 0.843900 -0.9 0.3 0.5
H -2.355496 2.976538 1.313518 0.0 -1.0 -0.1
H -4.064354 3.576521 2.056386 -0.7 -0.7 -0.1
H -5.632226 2.824349 1.400892 0.8 0.1 0.5
H -5.425409 3.206127 3.159829 0.5 -0.1 -1.1
H -6.917640 0.284472 4.910805 0.8 0.5 -0.7
H -6.184787 1.917945 4.941516 -0.4 -0.9 -0.6
H -7.363956 2.640565 2.927885 -0.2 -1.1 0.5
H -7.454957 1.272915 1.387001 -0.3 -0.6 0.2
H -6.417279 -1.625323 4.837488 1.2 0.0 0.3
H -5.065189 -2.774350 4.656136 -0.1 1.2 0.1
H -4.657748 -2.452715 6.893355 -0.4 1.2 0.0
H -3.766726 -0.963038 6.313380 -1.1 -0.2 0.4
H -0.881663 -0.200661 1.181515 -0.3 -0.3 0.3
H -0.252415 -3.543655 5.653695 0.3 0.9 -0.9
H 2.237502 -2.630962 5.647072 -0.9 0.1 -0.6
H 0.799020 0.724286 1.241624 0.5 -0.4 0.7
H 2.117112 0.989610 2.452331 -0.5 -0.7 -0.7
H 3.723419 1.437023 0.678019 0.6 -0.1 0.0
H 1.711464 0.369517 -1.028096 0.2 -0.4 -0.3
C 5.643420 -3.812680 1.565990 -0.1 -0.4 0.3
N 6.530050 -4.856407 2.049988 0.3 0.1 -0.1
C 7.875931 -4.954696 1.876590 0.1 -0.2 0.2
C 8.549328 -3.856639 1.093579 0.1 -0.1 0.0
O 8.493915 -5.902319 2.343001 0.0 0.0 -0.1
H 5.147736 -3.347802 2.418783 -0.1 0.2 -0.2
H 4.893292 -4.270667 0.919386 -0.1 0.3 -0.1
H 6.181908 -3.052058 1.007018 0.0 -0.1 0.0
H 6.132259 -5.616548 2.581587 0.0 0.1 0.0
H 9.616851 -4.057203 1.027772 -0.1 -0.1 0.1
H 8.139759 -3.815152 0.083213 0.0 0.2 0.0
H 8.406628 -2.897867 1.595677 -0.1 0.0 -0.2
C 5.032349 -4.954220 -3.919575 0.3 -0.1 -0.1
N 6.240015 -4.574857 -3.208621 -0.1 0.4 0.2
C 6.510322 -3.401171 -2.582122 0.2 -0.1 0.1
C 5.441836 -2.336008 -2.609869 0.0 0.1 0.1
O 7.584703 -3.232417 -2.020418 -0.1 0.1 0.0
H 4.616282 -5.841015 -3.438192 -0.2 0.0 -0.2
H 5.300101 -5.193391 -4.946090 -0.3 -0.1 0.0
H 4.289400 -4.160638 -3.916004 0.1 0.0 0.1
H 6.992900 -5.244518 -3.153515 -0.1 0.1 0.0
H 5.792085 -1.456821 -2.072578 0.1 -0.1 0.0
H 5.225156 -2.050007 -3.640622 -0.2 0.0 0.0
H 4.535345 -2.701500 -2.123531 -0.1 0.1 -0.1
C 8.796067 -8.895031 -5.770226 0.0 0.3 0.4
N 7.679078 -7.983283 -5.611759 -0.3 0.0 -0.3
C 6.640070 -7.775780 -6.463936 -0.1 0.2 0.1
C 6.619506 -8.578871 -7.740514 -0.1 0.0 -0.1
O 5.764881 -6.965807 -6.190228 0.1 -0.2 -0.1
H 8.794301 -9.596278 -4.934506 0.2 -0.1 -0.1
H 9.721701 -8.317725 -5.753779 0.1 -0.2 -0.1
H 8.737064 -9.449695 -6.702513 -0.1 0.1 0.1
H 7.637939 -7.418462 -4.776761 0.0 -0.1 -0.1
H 5.739279 -8.313151 -8.321865 0.0 0.1 0.2
H 7.507849 -8.359388 -8.335227 0.0 -0.2 0.0
H 6.575529 -9.644908 -7.511464 0.1 0.0 -0.1
C 4.105609 -7.107708 -0.655718 0.1 0.0 -0.6
N 3.620740 -8.140402 -1.552288 -0.2 -0.2 0.2
C 2.931861 -9.270795 -1.234234 0.0 -0.1 -0.3
C 2.619484 -9.505324 0.223697 0.0 -0.1 0.0
O 2.588855 -10.052135 -2.107128 0.0 0.0 0.1
H 3.653790 -6.157597 -0.947349 0.1 0.1 0.2
H 5.190191 -7.041914 -0.760767 0.0 0.2 0.2
H 3.857233 -7.320080 0.380572 0.0 0.0 -0.1
H 3.799119 -8.039470 -2.541173 0.0 0.0 0.1
H 2.069980 -10.438057 0.331053 0.1 0.1 -0.2
H 3.544762 -9.579186 0.797881 -0.1 0.1 0.1
H 2.002413 -8.692171 0.610118 0.1 0.0 0.1
C -2.472248 8.430283 -6.923356 -0.1 0.3 0.4
N -3.148591 7.949555 -5.733956 -0.1 -0.3 -0.1
C -3.740392 6.740452 -5.537541 -0.1 0.1 0.3
C -3.705006 5.756113 -6.680803 0.0 -0.1 0.0
O -4.274746 6.479795 -4.470234 0.1 -0.1 0.0
H -1.441800 8.676811 -6.662495 0.1 0.0 -0.2
H -2.980119 9.330468 -7.273058 0.1 0.0 -0.2
H -2.472305 7.688597 -7.717337 0.0 0.0 0.1
H -3.205259 8.563125 -4.934179 0.0 0.0 -0.1
H -4.211582 4.839593 -6.385933 0.0 0.1 0.1
H -4.218042 6.172287 -7.549420 0.1 -0.1 -0.1
H -2.671482 5.515128 -6.935761 -0.1 0.0 -0.2

---

Calculated HOMO energy, -0.3996; -0.3003 Ha (same order as the records).